Entry 1:
A structure of composition C35H43IrN4OS2Si at a distorted geometry. Source: the OMol25 dataset; level of theory: ωB97M-V with the def2-TZVPD basis set.

```
87
Properties=species:S:1:pos:R:3:forces:R:3:lowdin_charge:R:1
Ir -0.24081 0.06654 0.36222 0.0 0.1 -0.2 0.894
C -0.23211 1.86452 0.43188 0.7 0.8 -0.4 -0.324
H -1.08345 2.35911 0.91735 -0.1 -0.1 0.2 -0.021
H 0.45786 2.58920 -0.02982 -0.2 0.3 0.2 -0.037
C -2.12026 -2.55581 -5.80809 0.0 0.0 0.0 -0.112
C -3.14090 -1.41713 -5.83410 0.1 0.0 0.1 -0.254
C -3.78539 -1.07896 -4.48783 0.1 -0.1 0.0 -0.205
C -2.83157 -0.56566 -3.41499 0.1 -0.3 -0.1 -0.207
N -2.09346 -1.67184 -2.80044 -0.2 0.3 -0.1 0.025
C -0.93105 -1.55686 -2.15780 0.1 0.1 -0.3 -0.784
S -0.04109 -0.07121 -2.10852 -0.3 -0.5 0.2 0.636
N -0.43158 -2.64570 -1.57724 0.0 -0.2 -0.1 0.008
C -1.20209 -3.85506 -1.27868 0.2 0.1 -0.1 -0.179
C -1.21896 -4.87955 -2.41479 0.1 0.0 0.1 -0.186
C 0.00708 -5.78993 -2.44242 0.1 0.1 0.0 -0.255
C 1.32891 -5.05548 -2.67166 0.0 0.0 0.0 -0.105
H -1.74578 -2.75478 -6.81448 0.0 0.0 0.0 0.071
H -2.57252 -3.48060 -5.43404 0.0 0.1 0.0 0.070
H -1.26007 -2.31803 -5.17916 -0.1 0.0 0.0 0.061
H -3.94081 -1.67960 -6.53148 0.0 0.1 0.0 0.104
H -2.66132 -0.51396 -6.22598 0.0 0.0 0.0 0.109
H -4.32609 -1.95337 -4.10140 0.0 0.1 0.0 0.110
H -4.53126 -0.29812 -4.65230 -0.1 0.0 0.0 0.113
H -3.38554 -0.02949 -2.64512 0.0 0.1 0.1 0.101
H -2.11095 0.13039 -3.83663 0.1 0.0 0.0 0.090
H -2.62346 -2.51669 -2.64645 0.0 0.0 -0.1 0.123
H 0.39670 -2.46606 -1.03265 0.0 0.0 0.0 0.102
H -2.21962 -3.55866 -1.00592 0.1 0.0 0.0 0.092
H -0.77063 -4.29643 -0.37893 0.0 0.1 -0.1 0.124
H -1.31040 -4.36056 -3.37622 0.0 0.0 0.0 0.096
H -2.11235 -5.49939 -2.29147 0.0 0.0 0.0 0.113
H -0.13281 -6.52973 -3.23397 0.0 0.0 0.0 0.104
H 0.05365 -6.34203 -1.49792 0.0 0.0 0.0 0.105
H 1.26484 -4.39141 -3.53877 0.0 0.0 0.1 0.075
H 2.13978 -5.76409 -2.85018 0.0 0.0 0.0 0.069
H 1.61205 -4.44858 -1.80795 0.0 0.0 -0.1 0.063
O -1.41592 -1.64084 0.84971 -0.4 -0.8 0.3 -0.496
Si -2.58859 -2.37631 1.66453 0.6 0.3 -0.3 0.419
C -2.89122 -1.57879 3.32720 0.0 0.2 0.3 -0.216
C -2.63315 -0.21076 3.49029 -0.1 -0.1 0.1 -0.088
C -2.86303 0.42574 4.70436 0.0 -0.1 0.0 -0.088
C -3.35460 -0.29890 5.78514 0.0 -0.1 -0.1 -0.098
C -3.61105 -1.65860 5.64829 0.0 0.1 -0.1 -0.092
C -3.38005 -2.28949 4.42988 0.0 0.2 0.0 -0.097
C -4.18145 -2.33951 0.67926 -0.3 -0.1 -0.2 -0.217
C -5.31575 -3.07941 1.03941 0.0 0.1 -0.1 -0.094
C -6.47996 -3.02879 0.28226 0.1 0.1 0.0 -0.087
C -6.53433 -2.22992 -0.85616 0.1 0.0 0.0 -0.090
C -5.42404 -1.48024 -1.22732 0.0 0.0 0.1 -0.088
C -4.25924 -1.53798 -0.46272 -0.2 0.0 0.0 -0.099
C -2.17485 -4.18715 1.98947 0.1 -0.4 0.1 -0.221
C -1.20279 -4.50460 2.95121 -0.1 0.0 -0.1 -0.103
C -0.76380 -5.81108 3.13827 -0.1 0.0 -0.1 -0.084
C -1.29569 -6.83932 2.36692 0.0 0.1 0.0 -0.093
C -2.27646 -6.55645 1.42406 0.0 0.1 0.0 -0.089
C -2.70905 -5.24575 1.24113 0.1 0.0 0.2 -0.113
H -2.23806 0.36061 2.65406 0.0 0.0 0.0 0.076
H -2.65763 1.48531 4.81037 0.0 -0.1 0.0 0.099
H -3.53455 0.19416 6.73298 0.0 0.0 0.0 0.097
H -3.98628 -2.22701 6.49171 0.0 0.0 0.0 0.098
H -3.57940 -3.35370 4.33918 0.0 0.0 0.0 0.099
H -5.28937 -3.70736 1.92675 0.0 0.0 -0.1 0.106
H -7.34702 -3.60799 0.57863 0.0 0.0 0.0 0.100
H -7.44238 -2.18593 -1.44615 0.0 0.0 0.0 0.099
H -5.47299 -0.84618 -2.10688 0.0 0.0 0.1 0.089
H -3.39005 -0.94670 -0.73870 -0.1 0.0 0.1 0.076
H -0.78880 -3.70946 3.56957 -0.1 -0.1 -0.1 0.092
H -0.01065 -6.03166 3.88695 0.0 0.0 0.0 0.099
H -0.95155 -7.85792 2.50673 0.0 0.0 0.0 0.099
H -2.70589 -7.35708 0.83384 0.0 0.0 0.0 0.100
H -3.48023 -5.04269 0.50279 0.1 0.0 0.0 0.096
N 2.74743 1.29668 -0.61354 0.2 -0.2 0.2 0.109
C 2.87142 0.34908 0.33467 0.0 0.2 -0.3 -0.688
N 1.87880 -0.37381 0.75824 -0.6 -0.2 0.8 -0.060
C 2.29972 -1.29457 1.73372 -0.1 0.1 -0.2 -0.295
C 1.47902 -2.19192 2.40634 -0.1 -0.1 0.1 -0.009
C 2.05179 -3.02274 3.35801 0.0 0.1 -0.1 -0.069
C 3.42035 -2.97451 3.63463 0.0 0.0 0.0 -0.087
C 4.24229 -2.08282 2.96471 0.0 0.0 0.0 -0.092
C 3.66114 -1.24756 2.01917 0.1 0.0 0.1 -0.471
S 4.41784 -0.00952 1.05036 0.2 0.0 0.0 1.097
H 1.80409 1.52288 -0.88266 0.0 0.0 -0.1 0.011
H 3.48558 1.95240 -0.78428 0.0 0.0 0.0 0.102
H 0.41589 -2.21545 2.17996 0.1 0.0 0.0 0.072
H 1.42300 -3.71700 3.90282 0.1 0.0 -0.1 0.088
H 3.84403 -3.63324 4.38258 0.0 0.0 0.0 0.103
H 5.30453 -2.03672 3.17493 -0.1 0.0 0.0 0.108
```
Positions in Å, forces in eV/Å.

Its HOMO energy (alpha / beta) is -6.3 / -6.4 eV. The total energy comes out at -77388.716 eV. The calculation puts the molecular weight at 820.19 g/mol. The value obtained for the LUMO energy (alpha / beta) is 0.36 / 0.36 eV. As for the energy above the lowest of the compared OMol25 structures with the same formula, charge and spin: 1.366 eV.

Entry 2:
An isolated molecule of C8H13NO at a distorted geometry. Source: the OMol25 dataset; level of theory: ωB97M-V with the def2-TZVPD basis set.

```
23
Properties=species:S:1:pos:R:3:forces:R:3:lowdin_charge:R:1
C -1.84858 -0.73822 -0.20833 -0.6 0.0 -3.0 -0.060
C -0.68551 -0.24989 0.53376 3.0 0.1 1.8 -0.560
C -0.84540 1.22776 1.02951 -1.7 -1.6 -1.1 -0.023
C -0.35333 -1.04020 1.82970 -4.5 -2.2 -1.2 -0.034
C 0.54922 -0.27614 -0.34797 2.2 -3.0 -1.2 -0.389
O 0.93935 -1.85372 -0.59690 1.0 3.4 -0.7 -0.077
C 0.55733 0.23030 -1.76744 -0.2 0.2 0.0 -0.037
C 1.56976 1.10778 -1.93256 -1.0 -0.5 -0.4 -0.011
C 2.24556 1.11940 -0.58634 -1.0 0.9 -2.1 -0.134
N 1.71360 0.37484 0.25586 -0.9 -1.4 1.9 0.122
H -1.96162 0.12600 -0.95527 -1.0 -1.4 0.7 0.112
H -2.67719 -0.87297 0.45355 -0.8 0.3 0.2 0.074
H -1.76405 -1.72823 -0.80472 0.4 1.7 1.1 0.127
H -1.86136 1.29588 1.38412 -0.7 0.4 -0.4 0.087
H -0.32169 1.50202 1.87316 1.8 -0.1 1.8 0.055
H -0.59565 1.95868 0.30577 -0.2 0.7 -1.1 0.074
H -1.21487 -0.77524 2.51404 1.0 -0.4 -0.3 0.103
H 0.52360 -0.69828 2.18380 3.0 0.9 1.5 0.025
H -0.35637 -2.18261 1.72432 0.1 1.7 -0.1 0.114
H 1.72377 -1.72255 -1.23675 -1.7 -0.6 1.5 0.109
H -0.13378 -0.26035 -2.44569 0.2 0.6 -0.3 0.121
H 1.77726 1.68128 -2.86391 0.2 -0.6 1.0 0.109
H 3.01996 1.77446 -0.34171 1.4 0.8 0.4 0.093
```
Positions in Å, forces in eV/Å.

Its HOMO energy is -9.6 eV. The total energy comes out at -12041.980 eV. The calculation puts the molecular weight at 139.20 g/mol. As for the SMILES: CC(C)(C)[C@@]1(O)C=CC=N1. The value obtained for the LUMO energy is 0.15 eV. As for the energy above the lowest of the compared OMol25 structures with the same formula, charge and spin: 2.576 eV.

Entry 3:
A structure of composition C8H26Li2N4O8 at a distorted geometry. Source: the OMol25 dataset; level of theory: ωB97M-V with the def2-TZVPD basis set.

```
48
Properties=species:S:1:pos:R:3:forces:R:3:lowdin_charge:R:1
Li -25.23867 18.51634 14.10910 -1.0 0.1 -0.5 0.639
Li -26.64173 19.60847 11.85846 0.8 -0.7 1.5 0.779
C -24.57844 18.08285 10.86346 -0.1 -0.3 1.2 -0.335
O -25.35900 18.01622 12.03364 -0.3 0.9 0.0 -0.531
H -23.50647 18.18359 11.09016 0.1 0.2 -0.1 0.048
H -24.64341 17.15158 10.28353 -0.2 0.1 -0.4 0.054
H -24.86465 18.93388 10.22817 0.1 0.0 -0.4 0.051
C -26.09255 21.27266 14.86207 -0.6 0.7 0.2 -0.350
O -26.61784 20.25218 14.09455 0.4 -0.9 -0.9 -0.498
H -26.76208 21.57369 15.69630 -0.1 -0.2 -0.1 0.057
H -25.14457 21.05760 15.38825 0.2 -0.1 -0.4 0.047
H -25.98388 22.21050 14.29051 0.4 -0.1 0.1 0.058
C -24.43467 14.99385 17.42301 1.0 0.1 -0.4 -0.210
C -23.49233 15.63090 16.37868 -1.2 -0.9 0.6 -0.250
O -22.71399 14.60679 15.79631 0.2 0.5 0.1 -0.041
O -25.36244 14.15392 16.71071 -0.3 0.5 1.1 -0.091
H -24.89215 15.74517 18.07757 -0.4 0.1 -0.4 0.108
H -23.83616 14.35452 18.07869 0.1 0.0 -0.1 0.121
H -22.90363 16.37168 16.91572 0.6 -0.2 -0.2 0.115
H -24.10327 16.14485 15.62788 0.1 0.0 0.2 0.084
H -23.30765 14.02758 15.29045 0.2 0.0 -0.1 0.058
H -25.77410 13.62259 17.40255 -0.1 -0.3 -0.4 0.103
C -22.36607 18.61649 15.04246 1.4 0.7 0.5 -0.217
C -22.17949 17.75269 13.82688 -0.4 -0.9 -0.7 -0.247
O -20.92351 17.10352 13.90237 0.1 0.2 0.4 -0.040
O -23.74110 18.70163 15.44396 0.8 0.3 -0.3 -0.120
H -21.85656 19.57947 14.87709 -0.9 0.3 -0.3 0.129
H -21.76343 18.30053 15.90380 -0.2 -0.9 -0.3 0.125
H -22.23782 18.29247 12.87577 -0.1 0.4 0.3 0.111
H -23.00836 17.03121 13.77258 0.1 -0.2 0.2 0.105
H -20.69952 16.73485 13.04542 -0.1 -0.1 0.0 0.091
H -23.65976 18.98283 16.35948 -0.8 0.1 0.0 0.104
C -27.42821 17.54624 15.82952 1.4 -0.2 0.2 -0.647
O -26.71578 17.20640 14.86873 0.0 0.2 0.0 -0.052
N -27.96733 18.76119 15.92326 -0.9 0.7 -0.2 0.175
N -27.51461 16.72899 16.91587 -0.4 -0.1 0.1 0.171
H -28.56130 19.08742 16.65996 0.0 -0.4 0.3 0.104
H -27.77063 19.43225 15.17356 0.6 0.0 -0.5 0.057
H -26.98891 15.87201 16.90748 -0.1 -0.1 -0.2 0.075
H -28.12819 16.94403 17.67761 0.0 -0.1 0.1 0.097
C -24.47779 14.12540 13.07382 0.0 -1.3 0.4 -0.675
O -24.03235 12.99976 13.33719 0.1 0.7 0.1 -0.003
N -24.17179 14.75417 11.90872 0.3 0.4 -0.8 0.171
N -25.32012 14.78951 13.89844 0.5 -0.1 -1.0 0.180
H -24.50951 15.65849 11.61901 -0.2 0.0 0.5 0.054
H -23.43142 14.36898 11.35339 -0.1 -0.3 0.1 0.103
H -25.55840 15.70630 13.56849 -0.6 0.4 0.7 0.061
H -25.48811 14.41116 14.82072 -0.3 0.3 -0.2 0.072
```
Positions in Å, forces in eV/Å.

Its HOMO energy is -8.2 eV. The total energy comes out at -31470.994 eV. The calculation puts the molecular weight at 320.20 g/mol. The value obtained for the LUMO energy is -0.28 eV.

Copy entry 2 word for word.
An isolated molecule of C8H13NO at a distorted geometry. Source: the OMol25 dataset; level of theory: ωB97M-V with the def2-TZVPD basis set.

```
23
Properties=species:S:1:pos:R:3:forces:R:3:lowdin_charge:R:1
C -1.84858 -0.73822 -0.20833 -0.6 0.0 -3.0 -0.060
C -0.68551 -0.24989 0.53376 3.0 0.1 1.8 -0.560
C -0.84540 1.22776 1.02951 -1.7 -1.6 -1.1 -0.023
C -0.35333 -1.04020 1.82970 -4.5 -2.2 -1.2 -0.034
C 0.54922 -0.27614 -0.34797 2.2 -3.0 -1.2 -0.389
O 0.93935 -1.85372 -0.59690 1.0 3.4 -0.7 -0.077
C 0.55733 0.23030 -1.76744 -0.2 0.2 0.0 -0.037
C 1.56976 1.10778 -1.93256 -1.0 -0.5 -0.4 -0.011
C 2.24556 1.11940 -0.58634 -1.0 0.9 -2.1 -0.134
N 1.71360 0.37484 0.25586 -0.9 -1.4 1.9 0.122
H -1.96162 0.12600 -0.95527 -1.0 -1.4 0.7 0.112
H -2.67719 -0.87297 0.45355 -0.8 0.3 0.2 0.074
H -1.76405 -1.72823 -0.80472 0.4 1.7 1.1 0.127
H -1.86136 1.29588 1.38412 -0.7 0.4 -0.4 0.087
H -0.32169 1.50202 1.87316 1.8 -0.1 1.8 0.055
H -0.59565 1.95868 0.30577 -0.2 0.7 -1.1 0.074
H -1.21487 -0.77524 2.51404 1.0 -0.4 -0.3 0.103
H 0.52360 -0.69828 2.18380 3.0 0.9 1.5 0.025
H -0.35637 -2.18261 1.72432 0.1 1.7 -0.1 0.114
H 1.72377 -1.72255 -1.23675 -1.7 -0.6 1.5 0.109
H -0.13378 -0.26035 -2.44569 0.2 0.6 -0.3 0.121
H 1.77726 1.68128 -2.86391 0.2 -0.6 1.0 0.109
H 3.01996 1.77446 -0.34171 1.4 0.8 0.4 0.093
```
Positions in Å, forces in eV/Å.

Its HOMO energy is -9.6 eV. The total energy comes out at -12041.980 eV. The calculation puts the molecular weight at 139.20 g/mol. As for the SMILES: CC(C)(C)[C@@]1(O)C=CC=N1. The value obtained for the LUMO energy is 0.15 eV. As for the energy above the lowest of the compared OMol25 structures with the same formula, charge and spin: 2.576 eV.

What is the molecular weight in the third record?
320.20 g/mol

Which value of molecular weight does entry 3 give?
320.20 g/mol